20
Properties=species:S:1:pos:R:3:mulliken_charge:R:1 method="wB97M-V/def2-TZVPD" relative_energy_kj_mol=663.92 gap_ev=9.8 energy_ha=-403.081089 e_homo_ha=-0.3292 smiles=C[C@@H]1[C@H]2N[C@@H]1C[C@H]1O[C@@H]21
C 1.677 -1.261 -0.385 -1.252
C 1.069 -0.120 0.316 -0.142
C 0.326 1.104 -0.534 0.012
C -1.006 0.777 -1.166 -0.744
C -1.773 -0.206 -0.286 -0.424
C -1.181 -0.703 0.908 0.233
C -0.152 0.251 1.356 -0.070
H 1.030 -1.729 -1.237 0.222
H 2.513 -0.708 -0.785 0.441
H 1.789 -2.169 0.405 0.234
H 2.022 0.539 0.469 0.282
H 1.159 1.569 -1.307 0.280
H -1.777 1.588 -1.278 0.375
H -0.748 0.304 -2.265 0.300
H -2.889 -0.526 -0.429 0.354
H -1.814 -1.081 1.804 0.341
H 0.046 0.324 2.534 0.293
H 0.917 1.988 1.117 0.363
N -0.138 1.610 0.776 -0.655
O -1.069 -1.552 -0.015 -0.443